88
Properties=species:S:1:pos:R:3:mulliken_charge:R:1 method="wB97M-V/def2-TZVPD" homo_lumo_gap_ev=6.1619 energy_ev=-153598.23292 de_lowest_ev=0.000 homo_energy_ev=-6.45
W 0.193 1.549 -0.466 3.030
C -0.699 -5.111 3.624 -1.566
C -0.577 -3.624 3.424 0.614
C 0.454 -2.902 4.019 -0.884
C 0.528 -1.521 3.898 -0.477
C -0.431 -0.834 3.161 -0.669
C -1.461 -1.542 2.558 0.085
C -1.526 -2.923 2.684 -0.547
S -0.403 0.958 3.057 1.156
O -1.777 1.302 2.821 -0.660
O 0.212 1.376 4.294 -0.764
N 0.523 1.368 1.825 -0.307
C 1.936 1.312 2.221 -0.347
C 2.737 0.968 1.007 0.076
O 3.779 0.334 1.014 -0.782
O 2.198 1.412 -0.093 -0.570
H 0.250 -5.550 3.938 0.366
H -1.020 -5.614 2.710 0.368
H -1.436 -5.343 4.396 0.432
H 1.190 -3.424 4.622 0.427
H 1.295 -0.976 4.433 0.569
H -2.235 -0.997 2.031 0.595
H -2.349 -3.462 2.224 0.420
H 2.153 0.572 2.988 0.327
H 2.295 2.271 2.610 0.266
C -0.844 -1.261 -2.356 -1.266
C -1.864 -0.887 -1.320 0.959
C -2.966 -1.771 -1.183 -1.213
C -4.032 -1.425 -0.419 -1.254
C -4.064 -0.151 0.179 1.048
C -5.198 0.334 0.867 -0.857
C -5.198 1.619 1.331 -0.998
C -4.081 2.449 1.138 -0.759
C -2.940 1.993 0.520 1.234
S -1.551 3.022 0.324 -0.498
C -2.923 0.665 0.032 -1.538
N -1.799 0.245 -0.648 0.970
H -0.788 -2.345 -2.456 0.588
H 0.139 -0.861 -2.162 -0.124
H -1.192 -0.865 -3.315 0.239
H -2.937 -2.712 -1.716 0.596
H -4.880 -2.092 -0.304 0.435
H -6.057 -0.315 0.991 0.429
H -6.062 2.011 1.853 0.396
H -4.095 3.464 1.518 0.508
N -1.109 2.423 -4.587 0.065
C -2.343 2.697 -4.036 -1.186
C -2.229 2.458 -2.706 -0.896
N -0.944 2.046 -2.425 1.563
C -0.307 2.036 -3.574 -0.189
C 1.024 1.532 -3.525 -0.292
N 1.404 1.094 -2.346 0.401
C 2.679 0.593 -2.518 -0.804
C 3.041 0.739 -3.818 -0.988
N 1.978 1.336 -4.459 0.011
H -0.856 2.520 -5.554 0.168
H -3.171 3.040 -4.630 0.432
H -2.963 2.586 -1.932 0.457
H 3.246 0.203 -1.692 0.494
H 3.950 0.485 -4.334 0.401
H 1.970 1.668 -5.406 0.196
Br 2.643 7.980 -1.541 -0.240
C 1.922 6.250 -1.221 0.057
C 0.772 5.850 -1.868 -1.330
C 0.265 4.577 -1.631 0.695
C 0.868 3.645 -0.768 0.646
C 2.012 4.130 -0.114 -0.247
C 2.540 5.396 -0.327 -1.039
H 0.260 6.526 -2.542 0.446
H -0.669 4.346 -2.125 0.388
H 2.532 3.509 0.598 0.140
H 3.425 5.712 0.209 0.446
N 0.726 -0.632 -0.036 0.232
C 1.128 -1.629 0.373 -0.798
N 1.578 -2.767 0.837 0.819
C 2.923 -2.864 1.424 -0.365
C 3.794 -3.684 0.494 -0.707
O 3.194 -4.942 0.211 -0.439
C 1.948 -4.794 -0.443 -0.738
C 0.969 -4.036 0.436 -0.306
H 2.826 -3.364 2.391 0.234
H 3.319 -1.861 1.582 0.351
H 4.759 -3.890 0.952 0.386
H 3.958 -3.133 -0.442 0.326
H 1.580 -5.797 -0.654 0.387
H 2.086 -4.260 -1.394 0.342
H 0.750 -4.606 1.340 0.071
H 0.029 -3.835 -0.077 0.354

76
Properties=species:S:1:pos:R:3:mulliken_charge:R:1 method="wB97M-V/def2-TZVPD" homo_lumo_gap_ev=7.0676 charge=+1 energy_ev=-69159.46386 homo_energy_ev=-10.49
Pb 1.992 0.073 -0.264 1.208
Cl 1.886 -2.847 -2.025 -0.156
C 1.405 -2.119 -3.548 0.521
C 1.978 -2.607 -4.724 -0.492
C 1.636 -2.087 -5.976 -0.647
C 0.820 -0.978 -6.012 -0.616
C 0.340 -0.388 -4.863 -0.399
C 0.619 -0.940 -3.596 0.550
P -0.102 -0.023 -2.167 0.495
C -1.827 -0.515 -1.985 -0.033
C -2.765 -0.162 -2.880 0.257
C -4.080 -0.608 -2.670 -0.855
C -4.409 -1.357 -1.590 -0.839
C -3.429 -1.777 -0.648 -0.744
C -2.119 -1.385 -0.893 -0.241
C 0.002 1.712 -2.652 0.943
C -1.077 2.509 -2.396 -0.602
C -1.059 3.945 -2.761 -0.800
C 0.121 4.380 -3.363 -0.506
C 1.199 3.544 -3.570 -0.744
C 1.212 2.212 -3.145 -1.124
H 2.585 -3.513 -4.644 0.416
H 2.068 -2.462 -6.890 0.421
H 0.590 -0.484 -6.982 0.363
H -0.192 0.592 -4.944 0.222
H -2.544 0.483 -3.725 0.422
H -4.877 -0.341 -3.350 0.420
H -5.434 -1.550 -1.398 0.448
H -3.633 -2.380 0.205 0.629
H -1.308 -1.626 -0.197 0.261
H -1.899 2.047 -1.832 0.411
H -1.996 4.537 -2.657 0.421
H 0.216 5.410 -3.649 0.432
H 2.100 3.913 -3.997 0.491
H 1.902 1.493 -3.489 0.632
C 0.489 -4.064 0.963 -1.742
C 0.953 -2.817 1.708 1.610
C 1.732 -3.108 2.958 -1.731
C -0.210 -1.893 2.062 0.445
C -1.450 -2.451 2.417 -0.508
C -2.571 -1.624 2.652 -1.424
C -2.431 -0.241 2.577 -0.681
C -1.175 0.298 2.367 1.076
C -1.159 1.856 2.385 0.273
C -0.703 2.612 3.610 -1.664
C -0.484 2.456 1.069 -1.113
C -0.068 -0.496 2.060 -0.632
N 1.120 0.114 1.722 0.583
C 1.993 0.556 2.771 0.236
C 1.791 0.130 4.062 0.308
C 2.492 0.701 5.127 -0.997
C 3.350 1.786 4.841 -0.301
C 3.585 2.273 3.599 -1.194
C 2.898 1.585 2.614 0.514
F 3.011 1.953 1.250 -0.329
H 1.400 -4.627 0.497 0.343
H -0.238 -3.868 0.117 0.143
H 0.151 -4.826 1.638 0.602
H 1.605 -2.401 0.970 -0.358
H 1.136 -3.512 3.802 0.266
H 2.326 -2.266 3.244 0.316
H 2.565 -3.774 2.764 0.498
H -1.653 -3.502 2.418 0.439
H -3.602 -1.991 2.695 0.422
H -3.215 0.490 2.616 0.526
H -2.170 2.241 2.154 0.695
H 0.298 2.490 3.925 0.218
H -1.391 2.523 4.490 0.312
H -0.839 3.652 3.412 0.532
H 0.619 2.624 1.061 0.165
H -0.893 3.386 0.907 0.820
H -0.739 1.839 0.227 -0.321
H 1.020 -0.656 4.332 0.273
H 2.367 0.397 6.186 0.395
H 3.949 2.327 5.618 0.314
H 4.224 3.125 3.392 0.506

94
Properties=species:S:1:pos:R:3:mulliken_charge:R:1 method="wB97M-V/def2-TZVPD" homo_lumo_gap_ev=5.0524 charge=-1 energy_ev=-182869.20802 homo_energy_ev=-5.65
C 1.586 8.398 2.820 -0.986
C 1.008 6.941 3.394 -0.271
N -0.451 7.041 3.781 0.147
C -1.382 6.604 2.671 -0.338
C -2.870 7.309 2.849 -0.872
C -0.757 6.376 5.105 -0.182
S -0.145 7.162 6.513 -0.192
S -1.752 4.812 5.372 -0.119
C -0.557 3.463 5.887 -0.361
C -0.968 1.949 5.409 -0.667
C -1.454 1.821 3.848 0.195
C -0.513 0.809 2.928 0.434
C -1.197 -0.505 2.157 -0.888
Br -3.181 -0.939 2.307 -0.192
C -0.211 -1.434 1.230 0.594
C 1.415 -1.095 1.035 0.126
C 2.110 0.186 1.795 -0.070
N 3.583 0.452 1.561 -0.474
C 4.325 0.297 2.708 0.702
C 3.879 -0.704 3.947 -0.804
C 5.731 1.172 2.935 -1.062
C 1.116 1.125 2.738 0.662
C 1.803 2.445 3.473 0.085
O 1.437 3.642 3.006 -0.601
O 2.746 2.374 4.611 -0.713
C 2.321 -2.076 0.027 -0.251
O 3.603 -2.342 0.288 -0.558
C 1.485 -2.672 -1.293 0.378
P 2.481 -2.828 -2.912 0.732
O 1.792 -3.877 -4.117 -0.518
O 4.032 -3.567 -2.460 -0.535
S 2.921 -1.032 -3.542 -0.388
C 0.046 -2.988 -1.090 0.291
C -0.864 -3.540 -2.336 -0.566
C -1.239 -2.281 -3.334 0.099
N -1.996 -1.252 -2.775 -0.664
C -0.742 -2.767 0.369 0.078
O -1.730 -3.573 0.772 -0.504
H 0.857 8.820 1.984 0.234
H 1.718 9.185 3.676 0.245
H 2.656 8.233 2.332 0.317
H 1.703 6.660 4.306 0.365
H 1.143 6.187 2.479 0.189
H -1.434 5.432 2.521 0.139
H -0.930 7.039 1.658 0.389
H -3.255 7.770 1.837 0.303
H -3.588 6.458 3.259 0.221
H -2.730 8.190 3.636 0.252
H -0.536 3.455 7.079 0.401
H 0.520 3.806 5.551 0.204
H -0.057 1.222 5.578 0.244
H -1.846 1.562 6.117 0.316
H -1.452 2.860 3.260 -0.140
H -2.595 1.488 3.864 0.292
H 4.815 -0.770 4.681 0.340
H 3.667 -1.797 3.541 0.266
H 2.940 -0.272 4.526 0.150
H 6.540 0.542 3.499 0.319
H 5.546 2.141 3.590 0.255
H 6.205 1.535 1.927 0.296
H 1.388 -3.242 -4.805 0.304
H 4.736 -2.854 -2.382 0.340
H -0.430 -4.482 -2.890 0.393
H -1.905 -3.898 -1.872 0.194
H -0.965 -2.209 -4.469 0.164
H -2.198 -1.462 -1.758 0.298
C 0.063 0.268 -9.035 -0.837
C 0.133 -0.921 -8.432 0.381
C 1.069 -1.159 -7.298 0.929
O 1.097 -2.256 -6.752 -0.645
C 1.938 -0.049 -6.877 -0.691
C 1.870 1.139 -7.483 0.287
C 0.915 1.384 -8.598 0.809
O 0.862 2.492 -9.122 -0.615
O 2.686 2.185 -7.094 -0.562
O -0.663 -1.975 -8.840 -0.586
H -0.614 0.455 -9.859 0.410
H 2.626 -0.241 -6.064 0.380
H 2.446 2.935 -7.681 0.347
H -0.427 -2.723 -8.248 0.332
C -3.586 -6.659 -0.432 -0.742
C -3.553 -6.926 -1.739 0.096
C -4.400 -7.997 -2.332 0.886
O -4.362 -8.206 -3.540 -0.638
C -5.260 -8.776 -1.427 -0.945
C -5.291 -8.511 -0.120 0.370
C -4.464 -7.422 0.469 0.787
O -4.528 -7.190 1.671 -0.604
O -6.095 -9.241 0.737 -0.566
O -2.728 -6.215 -2.592 -0.423
H -2.977 -5.882 0.012 0.710
H -5.857 -9.563 -1.869 0.410
H -5.942 -8.858 1.628 0.353
H -2.886 -6.594 -3.484 0.332

99
Properties=species:S:1:pos:R:3:mulliken_charge:R:1 method="wB97M-V/def2-TZVPD" homo_lumo_gap_ev=6.3841 charge=+1 energy_ev=-161175.80565 de_lowest_ev=1.368 homo_energy_ev=-10.35
Tl 0.576 0.207 0.074 1.070
Cl -5.043 1.714 -6.331 -0.213
C -4.102 1.571 -4.886 0.185
C -3.495 2.766 -4.366 -0.444
C -2.768 2.740 -3.235 0.516
Cl -2.085 4.199 -2.611 -0.191
C -2.534 1.506 -2.476 -0.135
O -1.894 1.512 -1.425 -0.232
C -3.143 0.302 -3.065 0.741
C -2.959 -0.955 -2.565 -0.555
O -2.162 -1.296 -1.586 0.376
C -3.946 0.397 -4.264 -1.289
H -3.638 3.696 -4.899 0.478
H -3.482 -1.778 -3.058 0.387
H -4.405 -0.501 -4.660 0.506
I 2.764 -1.502 2.478 0.122
C 1.102 -0.997 3.675 -0.454
I -0.627 -2.169 3.249 0.228
H 0.831 0.031 3.485 -0.051
H 1.344 -1.188 4.712 0.538
N -0.485 1.679 2.234 -0.484
S -0.504 3.144 1.619 1.037
C 0.012 4.354 2.827 0.195
C -0.386 4.252 4.152 -0.390
C 0.058 5.195 5.063 -0.806
C 0.898 6.225 4.647 -0.476
C 1.298 6.313 3.323 -0.867
C 0.856 5.369 2.404 0.128
C -2.223 3.655 1.452 0.456
C -3.166 2.663 1.227 -0.574
C -4.495 3.017 1.045 -0.537
C -4.872 4.352 1.078 -0.606
C -3.920 5.337 1.305 -0.733
C -2.591 4.994 1.494 -0.571
H -1.162 1.611 2.997 0.107
H -1.037 3.446 4.474 0.294
H -0.250 5.130 6.098 0.418
H 1.244 6.958 5.364 0.410
H 1.957 7.109 3.005 0.431
H 1.167 5.424 1.367 0.431
H -2.855 1.627 1.206 0.346
H -5.239 2.247 0.880 0.441
H -5.908 4.626 0.929 0.411
H -4.214 6.378 1.340 0.418
H -1.854 5.764 1.680 0.444
C 4.098 0.865 -0.666 -0.685
N 2.861 1.623 -0.374 0.490
C 3.142 2.519 0.770 0.057
N 4.242 3.432 0.496 0.091
C 5.434 2.632 0.182 -0.722
N 5.216 1.749 -0.967 0.095
C 4.855 2.580 -2.121 -0.731
N 3.651 3.379 -1.865 0.125
C 2.558 2.471 -1.549 -0.849
C 3.902 4.223 -0.693 -0.632
H 3.913 0.204 -1.513 0.122
H 4.346 0.256 0.205 0.256
H 3.388 1.905 1.640 0.392
H 2.242 3.097 0.987 -0.575
H 5.697 2.028 1.053 0.345
H 6.262 3.306 -0.040 0.349
H 4.676 1.935 -2.983 0.350
H 5.684 3.250 -2.350 0.343
H 2.361 1.823 -2.405 0.209
H 1.659 3.048 -1.333 0.389
H 3.007 4.813 -0.485 0.158
H 4.727 4.901 -0.913 0.406
C -4.653 -2.476 -0.564 -0.866
Te -2.693 -2.182 0.196 0.112
C -3.015 -4.136 0.992 -0.762
C -4.467 -4.022 1.368 0.471
C -5.006 -4.721 2.445 -0.982
C -6.364 -4.649 2.704 -0.601
C -7.188 -3.863 1.905 -0.620
C -6.654 -3.139 0.852 -0.829
C -5.293 -3.216 0.577 0.601
H -4.577 -3.071 -1.474 0.467
H -5.128 -1.521 -0.781 0.601
H -2.360 -4.332 1.839 0.635
H -2.830 -4.867 0.209 0.405
H -4.364 -5.331 3.068 0.468
H -6.783 -5.205 3.532 0.418
H -8.250 -3.814 2.107 0.421
H -7.295 -2.516 0.240 0.475
F 2.499 -3.502 -4.163 -0.204
C 2.000 -2.281 -4.307 0.420
F 1.246 -2.229 -5.396 -0.197
F 2.991 -1.402 -4.405 -0.187
S 1.003 -1.831 -2.827 1.090
O 0.418 -0.554 -3.110 -0.613
O 1.859 -1.956 -1.681 -0.593
N -0.090 -3.012 -2.935 -0.450
S -0.754 -3.689 -1.744 0.745
O -0.650 -2.992 -0.407 -0.211
O -2.114 -4.105 -1.998 -0.624
C 0.165 -5.260 -1.429 0.480
F -0.521 -5.981 -0.545 -0.190
F 1.366 -4.989 -0.947 -0.170
F 0.271 -5.925 -2.565 -0.199

82
Properties=species:S:1:pos:R:3:mulliken_charge:R:1 method="wB97M-V/def2-TZVPD" multiplicity=3 homo_lumo_gap_ev="7.1062 / 6.0081" charge=+1 energy_ev=-75075.43841 s_squared=2.04 homo_energy_ev="-9.09 / -10.89"
Pt -0.132 -0.069 0.012 0.911
C -0.826 1.081 -3.250 -1.153
C -0.618 2.237 -2.283 -0.765
N 0.325 1.952 -1.182 0.577
C 0.444 3.142 -0.313 -0.762
C -0.664 3.260 0.715 -0.982
C 1.615 1.533 -1.738 -1.056
C 2.592 1.026 -0.696 -1.050
N 1.921 0.184 0.294 0.293
C 2.651 -0.357 1.308 0.207
C 1.992 -0.931 2.430 0.012
F 0.672 -0.836 2.576 0.056
C 2.684 -1.557 3.444 -0.070
F 1.986 -2.065 4.461 -0.293
C 4.062 -1.644 3.442 -0.481
C 4.736 -1.071 2.381 0.203
F 6.065 -1.130 2.329 -0.289
C 4.072 -0.436 1.354 0.388
F 4.833 0.062 0.374 -0.291
H -1.726 1.264 -3.838 0.511
H -0.937 0.133 -2.717 -0.147
H 0.001 0.973 -3.953 0.461
H -1.563 2.531 -1.826 0.510
H -0.243 3.106 -2.840 0.463
H 0.462 4.035 -0.950 0.411
H 1.406 3.105 0.197 0.339
H -1.642 3.384 0.245 0.302
H -0.487 4.130 1.349 0.482
H -0.695 2.372 1.347 0.035
H 2.096 2.349 -2.296 0.267
H 1.410 0.727 -2.442 0.386
H 3.101 1.845 -0.183 0.608
H 3.367 0.461 -1.214 0.576
H 4.595 -2.134 4.245 0.522
N -2.083 -2.303 0.332 -0.235
P -2.317 -0.635 0.434 1.074
C -3.894 -0.339 -0.397 0.216
C -3.911 -0.138 -1.776 -0.058
C -5.117 -0.016 -2.448 -0.827
C -6.312 -0.094 -1.745 -0.591
C -6.301 -0.293 -0.371 -0.704
C -5.095 -0.413 0.306 -0.571
C -2.667 -0.223 2.162 0.333
C -2.604 -1.173 3.173 -0.528
C -2.845 -0.805 4.491 -0.607
C -3.152 0.511 4.800 -0.642
C -3.222 1.465 3.791 -0.812
C -2.978 1.100 2.477 -0.233
P -0.459 -2.649 -0.074 0.330
C -0.320 -4.392 0.449 0.564
C -0.566 -4.712 1.786 -0.370
C -0.432 -6.017 2.232 -0.777
C -0.031 -7.013 1.350 -0.542
C 0.239 -6.698 0.027 -0.767
C 0.096 -5.392 -0.426 -0.650
C -0.438 -2.714 -1.894 0.414
C -1.572 -3.009 -2.645 -0.420
C -1.515 -2.989 -4.031 -0.727
C -0.320 -2.691 -4.675 -0.559
C 0.820 -2.408 -3.933 -0.683
C 0.756 -2.411 -2.546 -0.400
H -2.802 -3.004 0.457 0.372
H -2.979 -0.088 -2.324 0.291
H -5.126 0.142 -3.519 0.467
H -7.255 0.004 -2.268 0.400
H -7.232 -0.349 0.176 0.427
H -5.095 -0.553 1.380 0.450
H -2.362 -2.200 2.932 0.285
H -2.794 -1.549 5.276 0.445
H -3.343 0.795 5.827 0.398
H -3.468 2.491 4.030 0.436
H -3.041 1.845 1.691 0.547
H -0.853 -3.934 2.486 0.232
H -0.632 -6.256 3.268 0.424
H 0.074 -8.033 1.697 0.401
H 0.557 -7.471 -0.660 0.418
H 0.301 -5.161 -1.464 0.418
H -2.507 -3.233 -2.144 0.427
H -2.401 -3.212 -4.612 0.455
H -0.277 -2.683 -5.757 0.396
H 1.752 -2.180 -4.435 0.452
H 1.638 -2.169 -1.960 0.452